[1]
162
Properties=species:S:1:pos:R:3 method="wB97M-V/def2-TZVPD" e_above_lowest_kcal_mol=0.00 total_charge=0 lumo_ev=0.537 e_homo_ev=-9.10 orbital_gap_ev=9.641
C -3.27785 1.13709 -2.30593
O -4.42005 0.37503 -1.95161
C -5.42836 1.00883 -1.16170
C -6.65647 0.13220 -1.10018
O -7.45846 0.30470 -2.22107
C -8.76295 -0.20656 -2.09320
C -9.34991 -0.41017 -3.50355
O -9.58956 0.83765 -4.14880
C -10.79057 1.43830 -3.88148
H -2.53789 0.43073 -2.65945
H -2.89543 1.72926 -1.46764
H -3.44785 1.68039 -3.23109
H -5.75982 1.98808 -1.55723
H -5.01956 1.20784 -0.17003
H -7.25909 0.38116 -0.19861
H -6.39504 -0.93099 -0.92540
H -9.41859 0.50527 -1.57315
H -8.75729 -1.18291 -1.56468
H -10.29430 -0.93943 -3.36855
H -8.67965 -0.91977 -4.21321
H -10.95745 1.78531 -2.85235
H -11.60609 0.73016 -4.06338
H -10.92108 2.27363 -4.53421
C -4.53303 2.76820 6.36967
O -4.03100 4.09224 6.24806
C -2.70814 4.25116 6.56212
C -1.74632 4.12062 5.40912
O -1.65807 2.80310 4.89530
C -0.80232 1.90593 5.51990
C -1.10970 0.48956 5.08900
O -0.78338 0.35984 3.71193
C -0.91390 -1.06286 3.27347
H -5.53711 2.93420 6.69957
H -3.98821 2.17802 7.10968
H -4.48832 2.23652 5.42054
H -2.42255 3.66100 7.42648
H -2.62735 5.31166 6.82325
H -0.77007 4.43299 5.79675
H -2.06610 4.72264 4.55938
H -0.83307 2.05357 6.61953
H 0.25348 2.15749 5.26506
H -2.17149 0.23480 5.24240
H -0.52646 -0.21585 5.74101
H -0.19857 -1.74138 3.78237
H -0.66860 -1.05399 2.21035
H -1.94344 -1.37741 3.52472
C 4.54430 -5.64191 -6.20108
O 3.98190 -5.66027 -4.86679
C 4.22758 -4.45168 -4.15665
C 3.90400 -4.72417 -2.69652
O 4.23978 -3.57558 -1.88510
C 3.22351 -2.64169 -1.71801
C 3.83134 -1.38171 -1.07283
O 4.22838 -1.69650 0.22083
C 4.49385 -0.49340 0.98715
H 5.62365 -5.55699 -6.09400
H 4.21365 -4.77430 -6.75268
H 4.27437 -6.60776 -6.63716
H 3.55696 -3.66632 -4.53555
H 5.29507 -4.21006 -4.21699
H 4.56344 -5.47586 -2.29063
H 2.84627 -4.95521 -2.57711
H 2.46088 -3.02697 -1.02570
H 2.75587 -2.37407 -2.69568
H 3.02640 -0.62632 -1.07289
H 4.69159 -0.90169 -1.55849
H 3.68413 0.16841 1.15296
H 5.30527 0.11100 0.56110
H 4.73998 -0.86910 1.97491
C 0.48530 -7.07417 -2.07791
O 0.64652 -6.98109 -0.66372
C -0.35430 -6.26740 0.06429
C -0.00733 -6.29826 1.54160
O 1.06025 -5.47448 1.90311
C 0.88619 -4.12253 1.83089
C 2.10195 -3.35175 2.21752
O 2.41480 -3.55857 3.56567
C 3.77097 -3.34864 3.90188
H 0.66821 -6.10766 -2.55446
H -0.47215 -7.48763 -2.42090
H 1.24018 -7.71501 -2.49443
H -1.32458 -6.75885 -0.06960
H -0.49132 -5.26107 -0.31739
H 0.34892 -7.29599 1.72076
H -0.90185 -6.06517 2.13352
H 0.07779 -3.81949 2.52858
H 0.60389 -3.73819 0.82684
H 1.76832 -2.32661 2.02712
H 2.97211 -3.59715 1.58722
H 4.46666 -3.88719 3.25601
H 3.95199 -3.73248 4.90989
H 4.01134 -2.29011 3.85324
C 7.30642 6.75754 3.63940
O 6.18148 6.72962 2.81830
C 5.20601 7.73690 3.05365
C 4.13861 7.58655 2.02400
O 3.31758 6.44477 2.04524
C 2.50310 6.33512 3.16305
C 1.57134 5.13975 3.14165
O 0.57792 5.37657 2.20182
C -0.22484 4.22551 1.84155
H 7.92789 5.92387 3.34607
H 7.11254 6.73791 4.71996
H 7.87404 7.67992 3.51243
H 5.63020 8.71467 2.83753
H 4.82867 7.68556 4.09102
H 4.57929 7.60127 1.01987
H 3.46489 8.45280 2.12251
H 1.92040 7.24543 3.27035
H 3.15704 6.24629 4.02814
H 1.10694 5.05449 4.12745
H 2.14320 4.21867 2.93530
H 0.44688 3.47302 1.45143
H -0.87573 4.62721 1.05886
H -0.83223 3.84356 2.65668
C 0.33326 -4.88871 -5.65597
O 0.45587 -3.90095 -4.63418
C -0.67937 -3.12578 -4.59715
C -0.50083 -1.83565 -3.77377
O 0.56790 -1.02478 -4.21217
C 0.83322 0.15100 -3.55740
C 1.84346 0.94514 -4.34036
O 1.27126 1.63756 -5.43738
C 2.18078 2.34864 -6.22489
H 0.24214 -4.44654 -6.65267
H -0.45882 -5.61257 -5.51112
H 1.22689 -5.48395 -5.52266
H -1.44276 -3.69095 -4.03042
H -1.00099 -2.91921 -5.62329
H -0.39398 -1.98432 -2.70281
H -1.39895 -1.25818 -4.01821
H 1.26188 0.00776 -2.54017
H -0.09207 0.71750 -3.47787
H 2.52629 0.23085 -4.79090
H 2.37487 1.62008 -3.67061
H 2.79886 1.68215 -6.88026
H 2.94137 2.91843 -5.65836
H 1.58217 3.12350 -6.67197
C -2.96978 -2.94279 -0.83121
O -3.01928 -1.54134 -0.58673
H -2.11716 -3.31373 -0.29666
H -3.85881 -3.51287 -0.53282
H -2.88712 -3.15815 -1.89540
H -3.73401 -1.07255 -1.05555
C 0.28187 0.50794 0.08828
O 0.08319 -0.91115 -0.07220
H 0.26889 1.06372 -0.85133
H -0.46255 0.91785 0.77402
H 1.27068 0.66364 0.51568
H -0.86337 -1.06994 -0.12030
C 2.47605 0.34979 4.14273
O 1.99057 1.35457 3.23250
H 2.16262 -0.62150 3.72660
H 3.57425 0.34408 4.09099
H 2.06163 0.39930 5.14484
H 1.03552 1.20529 3.14397
C 0.30901 3.85774 -2.30687
O 1.21259 3.44223 -1.29934
H -0.44949 3.09382 -2.46317
H -0.22199 4.74965 -1.95433
H 0.89113 3.96247 -3.22416
H 1.75245 4.15775 -0.95710

[2]
163
Properties=species:S:1:pos:R:3 method="wB97M-V/def2-TZVPD" total_charge=0 lumo_ev=0.488 e_homo_ev=-8.09 orbital_gap_ev=8.576
C 0.94494 2.19254 3.33799
O 1.66239 3.37830 3.57553
C 1.34940 4.04784 4.81984
C 2.28634 5.22387 5.09696
N 3.68546 4.80258 5.22465
C 4.55696 5.98253 5.22929
C 6.03687 5.60799 5.36851
O 6.47851 4.97429 4.22811
C 7.83183 4.50275 4.17723
H 1.36513 1.46362 4.03096
H 1.17180 1.89904 2.31305
H -0.12085 2.41259 3.39937
H 1.46349 3.32529 5.62794
H 0.31915 4.39588 4.89431
H 1.91983 5.68396 6.01461
H 2.26748 5.90475 4.24599
H 3.90945 4.12933 4.50586
H 4.34180 6.59821 6.10265
H 4.42493 6.49713 4.27753
H 6.28843 5.10771 6.30368
H 6.55314 6.56396 5.45621
H 8.04245 3.80129 4.98451
H 8.52751 5.33386 4.29292
H 8.02775 4.08725 3.18876
C 3.84818 0.10082 -3.29954
O 2.90927 0.77853 -2.43446
C 1.47434 0.83404 -2.76108
C 0.74497 -0.56037 -2.82288
N 0.28486 -0.92763 -4.18425
C -0.36306 -2.23143 -4.12115
C -0.78286 -2.76148 -5.57020
O -1.09957 -4.12477 -5.43871
C -1.26516 -4.78263 -6.68654
H 3.88503 0.72273 -4.19395
H 3.54945 -0.92370 -3.52142
H 4.82693 0.02635 -2.82560
H 1.29900 1.43446 -3.65375
H 0.94722 1.35348 -1.96082
H -0.11090 -0.66042 -2.15535
H 1.50581 -1.28588 -2.53503
H 1.06104 -1.15324 -4.78984
H -1.26314 -2.12673 -3.51537
H 0.21720 -3.02411 -3.64887
H 0.07771 -2.67045 -6.23295
H -1.64305 -2.17626 -5.89530
H -0.37820 -4.56401 -7.28118
H -2.15333 -4.35291 -7.14978
H -1.43340 -5.84149 -6.49003
C -2.86491 4.23762 3.20443
O -2.06836 4.58009 2.09873
C -1.97112 3.50854 1.20082
C -1.17079 3.88350 -0.02759
N 0.26721 3.91474 0.16578
C 0.93140 4.42203 -1.04451
C 2.48533 4.26509 -0.88810
O 3.08768 5.33776 -0.11440
C 2.86389 5.22680 1.29852
H -2.32805 3.54168 3.84905
H -3.88808 3.91096 3.01863
H -2.90136 5.11930 3.84428
H -3.00307 3.36518 0.88043
H -1.52076 2.62192 1.64712
H -1.54467 4.85649 -0.34636
H -1.45703 3.14031 -0.77179
H 0.47344 4.49496 0.96635
H 0.75832 5.46502 -1.30965
H 0.56123 3.90341 -1.92888
H 2.98503 4.29400 -1.85638
H 2.78119 3.33466 -0.40347
H 3.11245 4.21959 1.63294
H 1.82881 5.47567 1.53257
H 3.53089 5.90451 1.83137
C -4.56954 4.48838 -2.36217
O -4.76968 3.41687 -1.46398
C -6.16376 3.13859 -1.37352
C -6.41548 1.79946 -0.65260
N -5.91642 1.82825 0.74557
C -6.02183 0.55860 1.49172
C -5.33521 0.57851 2.90546
O -3.98918 0.94845 2.66247
C -3.07802 0.52143 3.65682
H -3.52949 4.80561 -2.43802
H -5.10985 5.40751 -2.13552
H -4.87014 4.10909 -3.33884
H -6.61527 3.09112 -2.36446
H -6.77226 3.85055 -0.81591
H -5.90729 1.00397 -1.19762
H -7.49552 1.66353 -0.70864
H -4.95180 2.12416 0.79074
H -5.58099 -0.30299 0.99030
H -7.06940 0.28022 1.60669
H -5.36803 -0.43571 3.30342
H -5.87545 1.32837 3.48334
H -3.46888 0.72194 4.65438
H -2.12725 1.04641 3.56453
H -2.82893 -0.52631 3.48861
C 2.49615 -4.38308 1.66719
O 2.92233 -3.22060 0.92094
C 1.94793 -2.17179 0.88353
C 2.61813 -0.87770 0.47485
N 3.02905 -0.09322 1.64605
C 4.25081 0.72939 1.56818
C 4.57609 1.66984 2.76502
O 4.81690 0.83746 3.89831
C 4.95326 1.52986 5.11335
H 2.12526 -3.98040 2.60973
H 3.25436 -5.01233 2.13331
H 1.71931 -4.98402 1.19445
H 1.49214 -2.06806 1.86821
H 1.14565 -2.35051 0.16763
H 1.91087 -0.25954 -0.07812
H 3.44365 -1.11611 -0.19579
H 3.06738 -0.52414 2.55870
H 4.23793 1.37023 0.68656
H 5.12637 0.11771 1.35059
H 3.68401 2.29506 2.80242
H 5.45499 2.22980 2.44554
H 4.12140 2.22958 5.19394
H 5.90299 2.06339 5.07538
H 5.05444 0.81428 5.92932
C -3.25115 -5.14882 -0.40782
O -2.44461 -6.01750 -1.21048
C -1.28249 -5.43526 -1.85165
C -0.88750 -6.21721 -3.13304
N 0.09292 -7.25512 -2.82468
C 0.29472 -8.15471 -3.94616
C 1.45195 -9.18955 -3.78603
O 1.12704 -10.17280 -2.80177
C 2.12388 -11.24473 -2.82752
H -3.75162 -4.31765 -0.90460
H -2.68763 -4.67957 0.39863
H -3.92034 -5.91761 -0.02150
H -0.40036 -5.50366 -1.21504
H -1.37466 -4.39308 -2.15737
H -0.35004 -5.49682 -3.74970
H -1.83697 -6.57042 -3.53534
H -0.26282 -7.75520 -2.02251
H 0.50680 -7.49581 -4.78817
H -0.61546 -8.68529 -4.22570
H 2.37181 -8.64529 -3.57215
H 1.60034 -9.59116 -4.78842
H 1.74278 -11.98402 -2.12303
H 3.10404 -10.90370 -2.49422
H 2.11588 -11.67014 -3.83104
O -4.50495 -0.53047 -4.80435
C -4.25467 -0.88180 -3.41698
C -5.44346 -1.72719 -2.83222
O -5.06198 -2.24038 -1.56168
H -3.70592 -0.10079 -5.11824
H -3.41034 -1.55927 -3.54444
H -4.03674 -0.04625 -2.75180
H -5.67180 -2.53840 -3.52353
H -6.27153 -1.02140 -2.76698
H -5.56028 -3.04170 -1.38509
C -1.30816 0.18892 0.15762
C -1.83601 -1.24930 0.26981
O -2.06031 -1.81162 -1.01493
H -0.24829 0.19838 -0.09671
H -1.29297 0.71696 1.11105
H -1.86277 0.72086 -0.61539
H -2.78224 -1.18555 0.80711
H -1.08609 -1.83411 0.80246
H -3.01155 -1.92539 -1.07656

[3]
162
Properties=species:S:1:pos:R:3 method="wB97M-V/def2-TZVPD" total_charge=+1 s2=0.756 lumo_ev="-2.582 / -8.172" multiplicity=2 e_homo_ev="-9.61 / -9.61" orbital_gap_ev="7.026 / 1.435"
C -11.41511 16.61916 10.36900
C -11.56161 18.11337 10.33269
O -11.15722 18.67664 9.15687
H -10.36841 16.31501 10.36776
H -12.03195 16.08620 9.64541
H -11.80340 16.40765 11.36529
H -11.15554 18.46593 11.28081
H -12.62345 18.35493 10.38040
H -11.18667 19.63617 9.15252
C -14.31201 19.29040 7.61377
C -13.43673 18.46703 6.71301
O -14.15441 18.23408 5.52090
H -15.17368 18.77989 8.04390
H -14.60196 20.16754 7.03529
H -13.86577 19.73064 8.50549
H -12.97964 17.52324 7.01039
H -12.54436 19.07727 6.57382
H -13.58201 18.10005 4.76197
C -7.13969 22.44232 8.18691
O -8.51379 22.69301 8.02048
C -9.29496 21.53057 8.23804
C -9.41490 20.64980 6.98054
N -10.17457 21.19770 5.86151
C -10.30837 20.35100 4.69089
C -11.40600 20.87045 3.73638
O -12.65777 20.73726 4.39993
C -13.79067 21.31974 3.69749
H -6.99258 22.13084 9.22105
H -6.63227 23.40019 8.07251
H -6.61515 21.70867 7.57476
H -10.34931 21.74847 8.40822
H -8.96464 20.88327 9.05043
H -9.65684 19.65819 7.36299
H -8.37044 20.49160 6.71188
H -11.10966 21.42907 6.16510
H -10.55108 19.32777 4.97756
H -9.42365 20.24097 4.06381
H -11.54867 20.41799 2.75504
H -11.20438 21.93145 3.58898
H -14.66275 21.44159 4.33992
H -14.11339 20.85424 2.76622
H -13.61298 22.36123 3.42947
C -9.83664 16.55839 2.65634
O -8.40688 16.38963 2.46654
C -7.68920 17.50039 3.02786
C -6.25820 17.24131 2.66936
N -6.17007 17.29147 1.21807
C -5.19616 16.38620 0.70950
C -5.44704 16.05868 -0.76776
O -6.68678 15.55638 -1.17160
C -6.99076 14.30909 -0.66851
H -10.18771 17.57333 2.46998
H -10.02756 16.14485 3.64662
H -10.28124 15.89773 1.91205
H -7.90964 17.62977 4.08746
H -8.06210 18.43070 2.59944
H -6.05617 16.24590 3.06488
H -5.58349 17.83654 3.28463
H -7.01504 16.80488 0.95469
H -5.25545 15.38971 1.14724
H -4.20330 16.72768 1.00230
H -4.67695 15.35025 -1.07301
H -5.25592 16.97888 -1.31987
H -7.47906 14.54974 0.27580
H -6.19573 13.56348 -0.65819
H -7.76557 13.80854 -1.24922
C -16.65286 22.66932 6.88461
O -17.43621 23.79460 6.46484
C -18.78308 23.66752 6.21067
C -19.04754 22.88165 4.93202
N -18.33843 23.54076 3.81455
C -18.32430 22.68233 2.67604
C -17.44638 23.19164 1.49170
O -16.12852 23.32831 2.08003
C -15.06848 23.74480 1.09877
H -16.63099 21.84072 6.17676
H -16.92389 22.23167 7.84538
H -15.62135 23.01657 6.94395
H -19.05309 24.72342 6.19411
H -19.28987 23.05282 6.95458
H -20.12378 22.71602 4.88304
H -18.67809 21.86069 5.02822
H -17.37156 23.68638 4.06766
H -19.33329 22.44793 2.33676
H -17.73497 21.82155 2.99204
H -17.79262 24.08540 0.97266
H -17.36839 22.32491 0.83535
H -15.46384 24.70360 0.76337
H -14.98557 23.11774 0.21108
H -14.07775 23.83338 1.54453
C -8.62209 24.06053 -0.35467
O -8.76286 24.45517 0.95364
C -9.44057 23.57441 1.85838
C -9.82936 24.43864 3.14120
N -8.74032 25.36050 3.57128
C -7.72434 24.80424 4.48308
C -6.54945 25.73942 4.79692
O -5.63440 25.89707 3.68711
C -4.77156 27.00650 3.90501
H -8.08868 23.10997 -0.35670
H -7.92520 24.80516 -0.73935
H -9.49983 23.96594 -0.99398
H -8.78056 22.79056 2.22993
H -10.31044 23.13921 1.36642
H -10.25645 23.81930 3.92995
H -10.67713 24.98495 2.72776
H -8.24320 25.64629 2.73984
H -7.35603 23.83517 4.14638
H -8.14310 24.64202 5.47628
H -5.94935 25.21168 5.53818
H -6.95873 26.65865 5.21596
H -4.41025 26.93118 4.93062
H -5.20001 27.98822 3.70309
H -3.98863 26.79932 3.17549
C -0.99147 26.34341 9.55525
O -0.51178 25.61864 10.66583
C 0.06037 24.33087 10.41569
C -0.80176 23.23822 11.17747
N -2.16446 22.98284 10.53357
C -2.14364 22.34332 9.21926
C -3.44055 21.87036 8.65500
O -4.36219 22.95581 8.48047
C -4.09244 24.04642 7.52816
H -1.97293 25.94373 9.30012
H -0.41053 26.27110 8.63582
H -1.23607 27.35562 9.87727
H 1.08315 24.51601 10.74398
H 0.19050 24.14653 9.34931
H -0.91547 23.49800 12.22994
H -0.19406 22.33528 11.23664
H -2.76729 23.79320 10.52980
H -1.67770 21.36466 9.33417
H -1.62900 22.93970 8.46586
H -4.01267 21.23360 9.32978
H -3.32938 21.21508 7.79107
H -4.87010 24.81007 7.51435
H -4.03969 23.50265 6.58497
H -3.11302 24.51795 7.60881
C -6.96072 27.41929 9.74587
C -7.76695 26.76679 8.60565
C -9.27825 26.64350 8.91937
O -7.63280 27.59029 7.44525
H -5.91240 27.33767 9.45871
H -7.06449 26.74347 10.59475
H -7.30396 28.41505 10.02650
H -7.25567 25.82076 8.42755
H -9.86850 26.03351 8.23555
H -9.77277 27.60666 8.79343
H -9.35436 26.17604 9.90110
H -8.37088 27.48310 6.84080
C -12.50274 24.68775 5.38614
C -12.19863 23.98342 6.71403
C -12.84239 24.80463 7.83398
O -13.06136 22.82079 6.64556
H -11.90968 25.59209 5.25004
H -13.55902 24.89203 5.21110
H -12.35434 24.08892 4.48754
H -11.15635 23.72548 6.90176
H -12.72867 24.23709 8.75759
H -13.92869 24.89359 7.82237
H -12.32130 25.74723 8.00153
H -13.68143 22.97742 5.92962

In order of appearance, total energy = -3238.8571 -3041.9644 -2912.2046 Eh.